A structure of composition C36H31F5N8S3V at a distorted geometry. Source: OMol25; level of theory: ωB97M-V with the def2-TZVPD basis set.

Results
HOMO level (spin up / spin down)   -10.1 / -10.2 eV
E_LUMO (spin up / spin down)   -3.261 / -3.518 eV
E_tot   -4466.33680 hartree
Gap between HOMO and LUMO (spin up / spin down)   6.83 / 6.70 eV
<S²>   2.02
Total charge   +1
2S+1   3

Structure (XYZ):
```
84
Properties=species:S:1:pos:R:3:mulliken_charge:R:1
V 0.46 0.32 0.11 0.2553
C 2.94 1.87 5.07 -0.8871
C 3.39 0.49 4.59 -0.3774
N 2.27 -0.27 4.04 -0.1162
C 1.96 -0.28 2.74 0.1334
S 0.41 -0.89 2.26 -0.6345
N 2.85 0.13 1.86 -1.7680
N 2.37 0.20 0.61 2.7299
C 3.22 0.18 -0.37 -0.2044
C 4.70 0.12 -0.18 -1.8628
C 2.62 0.38 -1.67 1.0864
C 3.31 0.27 -2.88 -1.1120
C 2.67 0.60 -4.06 -0.8599
C 1.37 1.09 -4.00 -1.0698
C 0.74 1.15 -2.77 -0.6273
N 1.32 0.75 -1.64 1.4880
H 3.79 2.42 5.49 0.3878
H 2.18 1.78 5.85 0.2701
H 2.53 2.45 4.24 0.1394
H 3.82 -0.08 5.42 0.3988
H 4.13 0.59 3.81 0.1927
H 1.54 -0.55 4.67 0.2593
H 4.92 -0.08 0.87 0.3485
H 5.14 1.08 -0.45 0.4538
H 5.16 -0.65 -0.80 0.4104
H 4.34 -0.08 -2.88 0.5321
H 3.19 0.51 -5.00 0.4809
H 0.86 1.42 -4.89 0.5641
H -0.26 1.56 -2.69 0.5394
S -1.60 2.94 4.85 -0.0138
C -2.53 3.76 6.03 -0.3932
C -3.86 3.76 5.71 -0.6475
C -4.13 3.09 4.50 -0.4893
C -3.01 2.58 3.90 0.3877
C -2.91 1.87 2.63 0.7101
C -1.67 1.38 2.19 -0.4417
N -1.47 0.79 1.03 0.6222
C -2.55 0.59 0.24 -0.7729
C -3.84 0.99 0.60 0.6088
C -4.93 0.69 -0.29 -1.0562
C -4.73 0.01 -1.44 -1.1481
C -3.42 -0.42 -1.82 0.7607
C -3.15 -1.15 -2.98 -0.7360
C -1.85 -1.54 -3.26 -0.1010
C -0.84 -1.16 -2.36 -1.0231
N -1.06 -0.46 -1.26 1.3536
C -2.33 -0.10 -0.98 -0.7274
C -1.51 -2.34 -4.44 0.7954
C -2.35 -2.83 -5.41 -0.6148
C -1.68 -3.58 -6.40 -0.7055
C -0.34 -3.65 -6.19 -0.3735
S 0.13 -2.81 -4.77 -0.0121
C -4.01 1.66 1.81 -1.0363
H -2.05 4.19 6.89 0.4423
H -4.61 4.23 6.33 0.4068
H -5.13 3.00 4.10 0.3784
H -0.81 1.48 2.83 0.1998
H -5.92 1.01 0.00 0.5002
H -5.56 -0.23 -2.10 0.5026
H -3.96 -1.41 -3.64 0.4646
H 0.18 -1.48 -2.53 0.1568
H -3.42 -2.66 -5.41 0.4116
H -2.18 -4.04 -7.24 0.4150
H 0.41 -4.16 -6.78 0.4539
H -4.99 2.00 2.10 0.4123
F 1.00 2.47 1.91 -0.3182
C 0.72 2.35 0.55 1.0948
F -0.46 3.07 0.36 -0.4249
C 1.73 3.34 -0.09 0.4246
F 1.44 3.55 -1.39 -0.2638
F 3.00 2.93 -0.01 -0.2392
F 1.67 4.53 0.52 -0.2730
C -1.00 -3.61 -0.38 -1.0083
C 0.48 -3.50 -0.47 0.2592
N 1.22 -2.41 -0.47 0.6220
C 2.53 -2.85 -0.52 -0.5636
C 2.58 -4.21 -0.57 -0.8292
N 1.27 -4.61 -0.54 -0.0282
H -1.41 -2.73 0.09 -0.0082
H -1.28 -4.48 0.21 0.5398
H -1.44 -3.72 -1.38 0.1829
H 3.36 -2.17 -0.49 0.3734
H 3.40 -4.89 -0.61 0.4310
H 0.95 -5.56 -0.53 0.1877
```